[1]
Formula: C15H22BrNO
Source: the OMol25 dataset
Level of theory: ωB97M-V with the def2-TZVPD basis set

Cartesian coordinates (Å):
1 Br -2.48013 -0.39800 -2.19075
2 O -1.25011 -1.68678 0.09800
3 N 2.10547 0.85898 -1.02091
4 C 1.05134 1.40003 -1.86583
5 C -2.02981 -0.24669 1.91192
6 C -1.93657 -0.63042 0.57812
7 C 1.70419 -2.84993 -0.26731
8 C -2.60736 0.14441 -0.37513
9 C 0.34663 -3.44142 0.11931
10 C 1.23079 2.77535 0.13322
11 C -3.40519 1.63579 1.30716
12 C 1.63859 -1.54812 -1.07561
13 C -3.33473 1.26199 -0.02575
14 C 0.27811 2.44379 -1.02436
15 C -0.51882 -2.51939 0.97485
16 C -2.75576 0.87963 2.26516
17 C 2.51675 2.00821 -0.23308
18 C 1.68351 -0.27932 -0.21819
19 H 0.71562 -0.09761 0.27023
20 H -1.22196 -3.10562 1.58378
21 H -1.53934 -0.82562 2.67853
22 H 2.43690 -0.41531 0.56405
23 H -0.21868 -3.67957 -0.78326
24 H 1.41514 3.84335 0.23074
25 H 0.04095 3.32216 -1.62187
26 H -3.96750 2.51178 1.58892
27 H 0.11171 -1.92217 1.64475
28 H -0.65874 2.03054 -0.65195
29 H 2.22212 -3.60455 -0.86286
30 H 0.41102 0.60887 -2.24764
31 H 3.14928 2.63252 -0.87154
32 H 2.29699 -2.68958 0.63687
33 H 0.51446 -4.36925 0.66937
34 H -2.81126 1.16276 3.30535
35 H 3.09747 1.70495 0.63773
36 H 0.74099 -1.55630 -1.69353
37 H 2.50036 -1.49882 -1.74339
38 H -3.83565 1.83555 -0.79026
39 H 0.83135 2.41246 1.08164
40 H 1.53189 1.89135 -2.71652

Computed properties:
**Charge**: 0
**Largest force on an atom**: 0.01081 Eh/bohr
**SMILES string**: Brc1ccccc1OCCCCCN1CCCC1
**Calculated total energy**: -89491.7389 eV
**Energy relative to the best compared isomer or geometry (same formula, charge and spin)**: 4.5 kcal/mol
**Frontier orbital gap**: 0.3343 hartree

Atom charges from the Mulliken analysis, given in e for atoms 1 to 4: atom 1 (Br): -0.13, atom 2 (O): -0.26, atom 3 (N): -0.11, atom 4 (C): -0.66

***

[2]
Formula: C51H77F3NO24
Source: the OMol25 dataset
Level of theory: ωB97M-V with the def2-TZVPD basis set

Cartesian coordinates (Å):
1 F 5.09175 2.33044 -0.03492
2 F 4.79687 3.98750 1.56399
3 F 6.43791 2.26417 1.83959
4 O 0.14306 -5.54959 3.30594
5 O 5.84145 9.96740 -0.21929
6 O 2.48484 -6.61049 -3.23336
7 O -3.99342 -7.78249 3.52252
8 O 0.46840 -5.16317 5.53323
9 O -8.71291 -0.51006 -0.76223
10 O 0.15736 -1.37024 -7.85191
11 O -6.68059 -0.64300 -1.71820
12 O -3.91094 1.78524 -2.32571
13 O 1.26177 -4.74975 -2.77831
14 O -0.47666 -7.09167 4.86038
15 O 0.98074 -0.20907 5.23228
16 O 2.19734 -1.50734 -8.78894
17 O -5.33672 -6.00910 3.06603
18 O 1.48239 -3.16001 -7.40358
19 O 3.03691 -4.65536 -4.19275
20 O 1.11118 12.16519 3.60044
21 O -3.30216 -6.14046 2.11333
22 O 2.99255 1.40674 0.96765
23 O 5.68048 11.25547 1.64456
24 O 0.94871 12.87708 5.72885
25 O 5.70023 8.99021 1.80247
26 O -0.93795 12.50218 4.52011
27 O -7.37422 -2.28849 -0.31299
28 N -1.13120 -0.07404 0.26420
29 C -0.13190 -7.24304 6.23394
30 C 2.30614 12.51845 5.50131
31 C 1.09839 -1.56925 0.29305
32 C 2.10910 -2.58149 3.53741
33 C -5.05477 -4.73916 2.48677
34 C 0.45370 -0.09549 -8.41463
35 C -3.22580 -0.43683 -1.26976
36 C 0.66439 -0.39883 -4.27819
37 C 2.29917 -3.14849 2.00829
38 C 6.12381 6.66955 1.25450
39 C 1.29692 -2.11063 -7.96155
40 C -7.38354 0.41765 -2.35614
41 C 0.05369 -5.90341 4.45893
42 C -1.74146 -0.86209 -0.81600
43 C 0.19737 -0.36482 0.81814
44 C -7.57183 -1.24527 -0.87632
45 C 2.40811 12.59225 4.00716
46 C 5.73452 10.17390 1.12550
47 C -3.29635 0.47239 -2.60560
48 C -1.22242 -2.21097 -4.12932
49 C 0.75314 0.90709 -4.22810
50 C 1.50675 -0.43878 -9.42536
51 C 4.72849 -5.34892 -5.78267
52 C -4.00657 -5.08537 1.47156
53 C 3.48186 11.70164 3.41997
54 C -6.30406 -4.12266 1.89410
55 C 3.45231 -6.88809 -4.23966
56 C -0.03766 -5.81873 6.69068
57 C 3.96690 1.60822 2.03200
58 C -1.17608 -8.05541 6.96923
59 C -9.67721 1.38349 -1.92624
60 C 0.77950 0.57506 2.01692
61 C -4.19189 -6.74283 2.95600
62 C 2.55454 -1.92852 0.93475
63 C 0.07518 0.91277 5.38233
64 C 0.48778 -2.41075 -0.90683
65 C 2.17813 -5.28882 -3.34818
66 C 0.25988 12.51471 4.60717
67 C -4.33151 -0.29386 -3.61762
68 C 6.12368 8.58456 -0.39324
69 C 1.65302 1.78392 1.38384
70 C -0.78593 0.53692 -9.00987
71 C 0.55358 -2.38918 3.91764
72 C -0.96313 -2.05718 -1.47927
73 C 4.11815 -5.55680 -4.41331
74 C 0.28714 -1.48651 5.23077
75 C 5.11793 2.58205 1.39547
76 C -1.53777 -2.94908 -2.70377
77 C 0.37130 -1.99710 -4.38745
78 C -8.42862 0.76244 -1.33793
79 C 5.49329 7.97643 0.82403
80 H 2.18325 0.39461 -9.62618
81 H -3.68266 2.07019 -1.40531
82 H 2.54482 13.62361 3.66213
83 H -0.04375 -2.03160 2.99768
84 H 4.14530 -7.66399 -3.90793
85 H 5.05344 -4.31201 -5.90085
86 H -0.07238 1.19947 6.50386
87 H -1.00618 -5.37405 6.94298
88 H 0.95494 2.02991 -4.19411
89 H 3.23544 -3.83006 2.01817
90 H -6.09856 -3.12850 1.49279
91 H -0.10618 1.07087 2.57452
92 H 4.86902 -5.37599 -3.63558
93 H -2.24485 0.60411 -3.06087
94 H -3.83514 -1.42669 -1.34221
95 H -1.65311 -2.81784 -5.02097
96 H 2.97758 -1.05964 1.57080
97 H -10.45717 1.46359 -1.16470
98 H 1.09686 2.12493 0.41627
99 H -2.66841 -3.14310 -2.62691
100 H -9.46962 2.37929 -2.32459
101 H 1.10089 -0.80643 -10.37378
102 H 0.57845 -2.12326 6.16450
103 H -10.08639 0.76327 -2.72882
104 H -4.94833 0.47187 -4.22363
105 H 1.04557 -2.62330 -3.70358
106 H 1.71722 2.72162 2.04961
107 H -0.86650 -1.34061 5.32888
108 H 3.37111 10.66931 3.76531
109 H -6.71344 1.25337 -2.56972
110 H 5.68558 8.21383 -1.32244
111 H -0.95831 0.76301 4.88638
112 H 7.20651 6.77246 1.37143
113 H 2.98035 13.21600 6.00290
114 H 5.58732 -6.00707 -5.93307
115 H 2.55427 -3.41849 4.21756
116 H 4.41189 7.84845 0.69774
117 H -3.81136 -1.06685 -4.28832
118 H 0.52087 1.87060 4.88621
119 H -7.08551 -4.04170 2.65426
120 H 7.21057 8.45648 -0.43424
121 H -8.02553 1.40539 -0.54685
122 H 3.51653 2.02973 3.00451
123 H 0.64309 -5.69331 7.53540
124 H 0.14176 -3.46531 4.16891
125 H 1.08576 -3.29753 -1.36195
126 H 4.47794 12.05605 3.69150
127 H -2.15086 -7.55990 6.94567
128 H 1.45327 -0.06395 2.69062
129 H -1.57268 0.61554 -8.25495
130 H 1.37503 -3.79233 1.71777
131 H 5.73269 6.36086 2.22723
132 H 3.40158 11.67690 2.33118
133 H -0.56914 1.53455 -9.39856
134 H -1.19098 -0.07486 -9.82110
135 H -5.10450 -0.89250 -2.98135
136 H 4.47485 0.60273 2.33117
137 H 3.99789 -5.53959 -6.57391
138 H 2.76483 -1.64769 3.71769
139 H 0.83985 -7.74788 6.28171
140 H -0.88834 -8.21265 8.01136
141 H -3.73372 0.15847 -0.40300
142 H 2.46914 11.51238 5.90249
143 H -1.68876 -1.14509 -4.18241
144 H 5.92410 5.87974 0.52749
145 H -3.33805 -4.24848 1.25612
146 H -7.79628 0.04069 -3.29794
147 H -6.71090 -4.74596 1.09310
148 H -1.30855 -9.02822 6.48902
149 H -4.65442 -4.09222 3.27641
150 H 0.63171 -2.29930 -5.47517
151 H 0.85265 0.53917 -7.61491
152 H 3.32463 -2.19728 0.12855
153 H -1.68160 0.70454 0.66415
154 H -4.41722 -5.46664 0.53045
155 H 2.92800 -7.23633 -5.13564
156 H -1.00373 -3.98182 -2.77878

Computed properties:
**Charge**: +1
**Largest force on an atom**: 0.12014 Eh/bohr
**Calculated total energy**: -112903.0300 eV
**Frontier orbital gap**: 0.2960 hartree

Atom charges from the Mulliken analysis, given in e for atoms 1 to 4: atom 1 (F): -0.26, atom 2 (F): -0.22, atom 3 (F): -0.25, atom 4 (O): -0.52